{
  "formula": "C35H103N5O14",
  "method": "ωB97M-V/def2-TZVPD",
  "species": ["C", "O", "H", "H", "H", "H", "C", "O", "H", "H", "H", "H", "C", "O", "H", "H", "H", "H", "C", "C", "O", "H", "H", "H", "H", "H", "H", "C", "C", "O", "H", "H", "H", "H", "H", "H", "C", "C", "O", "H", "H", "H", "H", "H", "H", "C", "C", "O", "H", "H", "H", "H", "H", "H", "C", "C", "O", "H", "H", "H", "H", "H", "H", "C", "C", "O", "H", "H", "H", "H", "H", "H", "C", "C", "C", "O", "C", "N", "H", "H", "H", "H", "H", "H", "H", "H", "H", "H", "H", "C", "C", "C", "O", "C", "N", "H", "H", "H", "H", "H", "H", "H", "H", "H", "H", "H", "C", "C", "C", "O", "C", "N", "H", "H", "H", "H", "H", "H", "H", "H", "H", "H", "H", "C", "C", "C", "O", "C", "N", "H", "H", "H", "H", "H", "H", "H", "H", "H", "H", "H", "C", "C", "C", "O", "C", "N", "H", "H", "H", "H", "H", "H", "H", "H", "H", "H", "H"],
  "xyz": [[-5.968, 1.469, 0.333], [-4.663, 1.966, 0.569], [-6.356, 1.628, -0.706], [-6.066, 0.375, 0.453], [-6.719, 1.960, 1.039], [-4.174, 2.099, -0.236], [0.167, -2.341, -3.336], [-1.106, -2.039, -3.878], [0.517, -1.364, -3.010], [0.038, -2.932, -2.428], [0.779, -2.838, -4.117], [-1.657, -2.822, -3.980], [5.018, -2.562, 3.646], [4.221, -2.138, 2.531], [5.523, -3.475, 3.271], [5.778, -1.827, 3.907], [4.339, -2.754, 4.494], [4.201, -1.177, 2.433], [0.354, -1.685, 4.769], [-0.703, -0.752, 4.181], [0.006, 0.449, 3.656], [0.890, -1.185, 5.590], [1.113, -2.032, 4.123], [-0.114, -2.557, 5.243], [-1.519, -0.468, 4.824], [-1.206, -1.098, 3.324], [-0.720, 0.992, 3.334], [-3.893, 4.499, -3.075], [-4.596, 3.430, -2.344], [-3.643, 2.457, -1.822], [-4.619, 5.226, -3.535], [-3.403, 4.049, -3.976], [-3.112, 4.966, -2.476], [-5.396, 2.860, -2.955], [-5.098, 3.895, -1.484], [-3.215, 2.020, -2.585], [-4.553, 0.558, -5.435], [-3.836, -0.062, -4.263], [-2.740, 0.788, -3.813], [-3.818, 0.881, -6.146], [-5.187, 1.420, -5.127], [-5.295, -0.093, -5.885], [-3.426, -0.973, -4.617], [-4.505, -0.185, -3.379], [-2.236, 0.164, -3.217], [0.568, -7.166, -2.322], [-0.771, -6.878, -3.074], [-1.410, -5.687, -2.521], [1.026, -8.044, -2.749], [0.215, -7.348, -1.287], [1.260, -6.364, -2.315], [-1.380, -7.822, -2.830], [-0.663, -6.732, -4.135], [-1.051, -5.519, -1.593], [-5.844, -3.214, 3.489], [-6.287, -2.332, 2.331], [-5.233, -1.753, 1.672], [-6.770, -3.570, 3.933], [-5.274, -2.600, 4.207], [-5.227, -4.106, 3.153], [-6.796, -1.427, 2.772], [-6.976, -2.896, 1.668], [-4.568, -2.495, 1.538], [1.007, -4.792, 1.681], [-0.520, -4.781, 1.655], [-0.930, -4.703, 0.295], [1.433, -5.670, 1.170], [1.303, -4.942, 2.738], [1.416, -3.772, 1.346], [-0.920, -3.896, 2.156], [-0.932, -5.659, 2.152], [-1.330, -3.799, 0.170], [1.024, 3.148, -2.876], [1.140, 1.690, -3.357], [1.687, 1.500, -4.790], [2.732, 2.274, -5.241], [4.010, 1.757, -4.992], [1.835, 0.990, -2.331], [0.686, 3.165, -1.853], [0.445, 3.761, -3.569], [2.015, 3.645, -2.934], [0.096, 1.359, -3.412], [0.833, 1.736, -5.401], [1.871, 0.453, -4.914], [4.620, 1.965, -5.857], [3.923, 0.707, -4.890], [4.397, 2.146, -4.031], [2.584, 1.484, -1.896], [2.269, 0.136, -2.585], [-0.053, -1.028, 0.253], [-1.342, -0.510, -0.516], [-2.599, -1.024, 0.240], [-2.840, -2.412, -0.027], [-3.674, -2.647, -1.186], [-1.210, 0.899, -0.472], [0.807, -0.547, -0.190], [0.030, -2.122, 0.191], [-0.156, -0.717, 1.274], [-1.382, -0.936, -1.545], [-3.532, -0.412, 0.049], [-2.367, -1.043, 1.284], [-3.144, -2.239, -2.015], [-4.698, -2.195, -0.983], [-3.737, -3.723, -1.254], [-1.911, 1.502, -0.841], [-0.245, 1.119, -0.652], [5.359, -2.350, -0.457], [4.954, -0.970, -0.914], [5.885, 0.071, -0.405], [5.477, 1.303, -0.960], [6.393, 2.273, -0.502], [4.821, -0.815, -2.384], [6.297, -2.731, -0.813], [4.589, -3.054, -0.715], [5.403, -2.189, 0.586], [3.970, -0.680, -0.433], [6.894, -0.076, -0.748], [5.823, 0.121, 0.696], [6.129, 2.477, 0.546], [6.204, 3.277, -1.029], [7.477, 1.923, -0.620], [4.227, -1.560, -2.759], [4.365, 0.050, -2.638], [2.660, 3.770, 0.832], [3.308, 3.020, 1.982], [3.436, 1.524, 1.704], [4.174, 0.799, 2.697], [3.644, 0.768, 3.992], [4.615, 3.564, 2.191], [3.039, 3.502, -0.150], [2.860, 4.800, 1.046], [1.562, 3.617, 0.831], [2.646, 3.150, 2.863], [4.025, 1.427, 0.833], [2.474, 1.109, 1.563], [4.215, 0.030, 4.526], [2.611, 0.521, 4.162], [3.868, 1.711, 4.482], [5.133, 3.095, 2.916], [4.475, 4.505, 2.502], [-2.290, 4.651, 2.087], [-1.537, 3.547, 2.767], [-1.497, 3.704, 4.331], [-0.890, 4.879, 4.838], [0.583, 4.820, 4.680], [-2.173, 2.283, 2.479], [-2.162, 5.665, 2.567], [-3.374, 4.534, 2.110], [-2.157, 4.545, 0.998], [-0.605, 3.471, 2.289], [-0.998, 2.784, 4.689], [-2.573, 3.749, 4.695], [0.986, 5.733, 5.098], [0.894, 4.568, 3.683], [1.019, 4.015, 5.319], [-1.925, 1.980, 1.566], [-3.175, 2.380, 2.513]],
  "relative_energy_ev": 0.964,
  "homo_ha": -0.324,
  "orbital_gap_ev": 9.4406
}